# 1
DFT (ωB97M-V/def2-TZVPD) results for a 8-piece molecular cluster, C46H51NO4S overall.

For the frontier orbital gap, the calculation gives 8.552 eV. As for the LUMO energy: -0.4 eV. Its HOMO energy is -8.9 eV. The calculation puts the largest force on an atom at 7.30 eV/Å. As for the SMILES: CC[C@]1(N)COS(=O)(=O)O1.c1ccccc1.c1ccccc1.c1ccccc1.c1ccccc1.c1ccccc1.c1ccccc1.c1ccccc1.

Structure (ORCA input):
```
! wB97M-V def2-TZVPD RIJCOSX def2/J DEFGRID3
* xyz 0 1
C -0.1218 -0.4137 -2.3839
C 0.1665 0.6300 -1.1523
C 0.4737 -0.0721 0.2970
N 0.4172 -1.5765 0.4455
C -0.5907 0.6617 1.3054
O 0.0963 1.9577 1.6161
S 1.7370 1.4493 1.8099
O 2.1502 1.0218 3.2392
O 2.6584 2.5915 1.2927
O 1.8887 0.2561 0.5538
H -0.7164 0.2072 -3.2117
H -0.7274 -1.3725 -2.0944
H 0.9349 -0.6557 -2.8839
H -0.7204 1.4190 -1.0934
H 1.1439 1.2434 -1.4431
H 0.3712 -1.7409 1.4945
H 1.3602 -1.9743 0.1642
H -0.8196 0.1777 2.3624
H -1.6626 0.8763 0.8353
C -0.9259 -3.2879 -4.8186
C -1.6579 -3.4215 -5.9981
C -1.0018 -3.6784 -7.2016
C 0.3880 -3.7974 -7.2265
C 1.1207 -3.6544 -6.0485
C 0.4644 -3.4013 -4.8444
H -1.4380 -3.0944 -3.8800
H -2.7407 -3.3263 -5.9793
H -1.5728 -3.7859 -8.1201
H 0.8992 -4.0000 -8.1635
H 2.2043 -3.7412 -6.0687
H 1.0353 -3.2923 -3.9261
C 2.0623 -6.3980 -3.7891
C 2.0307 -7.7911 -3.8452
C 2.9601 -8.5401 -3.1240
C 3.9247 -7.8954 -2.3493
C 3.9622 -6.5022 -2.3006
C 3.0305 -5.7532 -3.0188
H 1.3338 -5.8148 -4.3458
H 1.2806 -8.2935 -4.4508
H 2.9330 -9.6258 -3.1652
H 4.6473 -8.4787 -1.7853
H 4.7176 -5.9994 -1.7017
H 3.0583 -4.6675 -2.9789
C -4.6083 5.2064 -1.8630
C -4.6399 3.8133 -1.9191
C -3.7105 3.0643 -1.1979
C -2.7459 3.7089 -0.4233
C -2.7084 5.1022 -0.3745
C -3.6402 5.8512 -1.0927
H -5.3368 5.7895 -2.4197
H -5.3900 3.3108 -2.5247
H -3.7376 1.9786 -1.2392
H -2.0233 3.1257 0.1407
H -1.9530 5.6049 0.2244
H -3.6123 6.9369 -1.0528
C 1.6686 5.5896 -1.2280
C 0.5072 6.0805 -1.8237
C 0.5735 7.1747 -2.6858
C 1.8019 7.7813 -2.9492
C 2.9620 7.2963 -2.3462
C 2.8963 6.1998 -1.4870
H 1.6176 4.7329 -0.5616
H -0.4504 5.6094 -1.6166
H -0.3314 7.5548 -3.1526
H 1.8542 8.6322 -3.6228
H 3.9186 7.7726 -2.5467
H 3.8008 5.8204 -1.0190
C -3.4808 -3.4906 3.4821
C -3.4288 -2.0975 3.4474
C -3.3168 -1.4333 2.2263
C -3.2523 -2.1629 1.0390
C -3.2949 -3.5564 1.0744
C -3.4107 -4.2206 2.2952
H -3.5749 -4.0076 4.4332
H -3.4765 -1.5288 4.3727
H -3.2798 -0.3474 2.1994
H -3.1676 -1.6457 0.0873
H -3.2386 -4.1255 0.1497
H -3.4463 -5.3065 2.3225
C 1.2772 4.8272 5.4084
C 1.3292 6.2203 5.3736
C 1.4412 6.8845 4.1526
C 1.5057 6.1549 2.9653
C 1.4631 4.7614 3.0007
C 1.3473 4.0972 4.2215
H 1.1831 4.3102 6.3595
H 1.2815 6.7890 6.2990
H 1.4783 7.9704 4.1256
H 1.5904 6.6721 2.0136
H 1.5194 4.1923 2.0760
H 1.3117 3.0113 4.2488
C -0.7234 -3.7176 6.3918
C 0.1795 -4.7737 6.2735
C 1.4189 -4.5682 5.6681
C 1.7541 -3.3063 5.1767
C 0.8475 -2.2524 5.2867
C -0.3904 -2.4569 5.8954
H -1.6863 -3.8764 6.8696
H -0.0826 -5.7578 6.6542
H 2.1237 -5.3908 5.5792
H 2.7207 -3.1453 4.7073
H 1.1062 -1.2703 4.8984
H -1.0959 -1.6349 5.9831
*
```

Mulliken atomic charge list, values in e, 5 entries: number 1, C, carries -0.975; number 2, C, carries -0.208; number 3, C, carries 0.894; number 4, N, carries -0.527; number 5, C, carries -0.118


# 2
DFT (ωB97M-V/def2-TZVPD) results for C46H52AsBrN2O9PSiTi as an isolated structure.

For the frontier orbital gap, the calculation gives 7.822 eV. As for the LUMO energy: -3.2 eV. Its HOMO energy is -11.1 eV. The calculation puts the largest force on an atom at 1.80 eV/Å.

Structure (ORCA input):
```
! wB97M-V def2-TZVPD RIJCOSX def2/J DEFGRID3
* xyz 1 1
Ti -0.0003 -0.4918 -0.2296
O -4.1149 -1.0564 1.6666
C -3.0342 -0.8725 0.9273
O -2.0187 -0.3477 1.3318
C -3.1001 -1.4539 -0.4371
C -4.1934 -2.0885 -0.9970
C -4.0696 -2.5651 -2.2997
C -2.8797 -2.3868 -2.9837
C -1.8256 -1.7665 -2.3234
N -1.9458 -1.3244 -1.0844
C -0.4278 -1.5793 -2.8902
O -0.1400 -2.0047 -3.9802
O 0.3689 -0.9919 -2.0459
H -4.0158 -0.6013 2.5143
H -5.1108 -2.1864 -0.4359
H -4.9012 -3.0700 -2.7724
H -2.7403 -2.7328 -3.9988
C -1.0139 -4.8643 0.5146
As -0.4365 -3.3431 1.5763
C 1.1085 -4.0200 2.5133
C -1.9615 -3.2054 2.7716
O -0.0745 -2.1951 0.4102
H -1.3583 -5.6574 1.1776
H -0.1867 -5.2289 -0.0919
H -1.8307 -4.5660 -0.1437
H 0.8873 -5.0447 2.8092
H 1.3189 -3.4106 3.3874
H 1.9523 -4.0116 1.8236
H -1.8914 -4.0720 3.4296
H -2.8796 -3.2763 2.1916
H -1.9278 -2.2952 3.3593
Br 4.5316 3.3480 3.6944
C 3.1078 2.2006 4.1751
C 2.7867 1.9915 5.5108
N 1.8093 1.1739 5.8826
C 1.1309 0.5246 4.9458
C 1.3920 0.6689 3.5883
C 2.3994 1.5393 3.1924
C 0.6504 -0.1455 2.5794
O 0.1433 -1.2111 2.9491
O 0.6540 0.3019 1.3718
H 3.3304 2.4961 6.3007
H 0.3475 -0.1402 5.2896
H 2.6341 1.6682 2.1441
C 3.4292 -0.6522 -2.1233
P 2.5906 -1.0875 -0.5564
C 2.8453 -2.9287 -0.6625
C 1.9897 -3.6752 -1.4757
C 2.1626 -5.0424 -1.6345
C 3.1913 -5.6966 -0.9731
C 4.0593 -4.9679 -0.1756
C 3.8943 -3.5969 -0.0281
C 3.8268 -0.7235 0.7350
C 5.0446 -0.0933 0.5084
C 5.9712 0.0213 1.5370
C 5.6917 -0.4886 2.7955
C 4.4718 -1.1069 3.0360
C 3.5497 -1.2163 2.0100
H 4.3637 -1.2069 -2.1890
H 2.7784 -0.9446 -2.9464
H 3.6041 0.4201 -2.1754
H 1.1994 -3.1788 -2.0157
H 1.4997 -5.5918 -2.2920
H 3.3229 -6.7642 -1.0936
H 4.8781 -5.4641 0.3295
H 4.6049 -3.0562 0.5806
H 5.2829 0.3052 -0.4695
H 6.9217 0.5033 1.3489
H 6.4276 -0.4119 3.5852
H 4.2439 -1.5035 4.0180
H 2.6066 -1.7193 2.1805
C 2.4769 2.9007 -0.4977
O 1.9586 1.6188 -0.8386
H 2.2402 3.1752 0.5344
H 2.0907 3.6798 -1.1572
H 3.5598 2.8499 -0.6033
H 0.9896 1.6710 -0.9234
C 0.1090 3.4702 -3.1286
C -1.2144 2.6913 -3.1884
C -2.2827 3.5964 -3.8193
C -1.0020 1.4599 -4.0789
Si -1.7187 2.2010 -1.4127
O -0.7113 1.0486 -0.8084
C -3.5673 1.7560 -1.3279
C -4.3137 1.3274 -2.4271
C -5.6901 1.1734 -2.3526
C -6.3588 1.4593 -1.1711
C -5.6402 1.8883 -0.0650
C -4.2620 2.0284 -0.1442
C -1.6048 3.6790 -0.2490
C -0.6977 3.6990 0.8117
C -0.6396 4.7760 1.6850
C -1.4994 5.8514 1.5168
C -2.4230 5.8410 0.4797
C -2.4717 4.7656 -0.3932
H 0.3462 3.8768 -4.1155
H 0.9317 2.8151 -2.8302
H 0.0505 4.3084 -2.4299
H -1.9674 3.8788 -4.8274
H -2.4141 4.5150 -3.2444
H -3.2511 3.1009 -3.8956
H -0.7248 1.7721 -5.0897
H -1.9063 0.8500 -4.1644
H -0.1967 0.8323 -3.6959
H -3.8190 1.1267 -3.3707
H -6.2441 0.8445 -3.2239
H -7.4373 1.3756 -1.1229
H -6.1585 2.1265 0.8559
H -3.7080 2.3961 0.7136
H -0.0527 2.8391 0.9655
H 0.0744 4.7768 2.4997
H -1.4552 6.6909 2.1985
H -3.1090 6.6691 0.3540
H -3.2123 4.7594 -1.1859
*
```

Mulliken atomic charge list, values in e, 5 entries: number 1, Ti, carries 0.025; number 2, O, carries -0.565; number 3, C, carries 0.010; number 4, O, carries -0.145; number 5, C, carries 0.100


E_tot, record by record: -2537.16263, -8860.99297 Ha